Record 1
{
  "formula": "C6H6",
  "method": "ωB97M-V with the def2-TZVPD basis set",
  "gap_ev": 10.10,
  "max_force_ev_per_a": 2.57,
  "total_energy_ev": -6313.73486,
  "elements": ["C", "C", "C", "C", "C", "C", "H", "H", "H", "H", "H", "H"],
  "xyz": [[0.25829, 0.91880, -1.83629], [0.09199, 1.55173, -0.26992], [1.10758, 0.46702, -0.78282], [-0.92396, 0.52720, -1.03713], [-0.04648, -0.02785, -0.02717], [-0.28013, -0.77426, 1.23258], [0.47816, 1.57738, -2.63102], [2.22285, 0.57470, -0.61225], [-1.97184, 0.50640, -1.09652], [0.30484, -1.79022, 1.06743], [-1.36649, -0.92683, 1.38525], [0.21133, -0.18776, 2.06379]],
  "forces_ev_per_angstrom": [[-1.3, -0.3, 1.2], [-0.8, 1.0, 0.1], [2.0, -1.1, 0.6], [2.4, -0.6, -0.7], [0.3, -0.1, -0.7], [1.8, -0.9, 0.1], [-0.2, 0.6, -0.6], [-1.8, -0.2, -0.1], [-1.0, 0.6, -0.2], [-1.5, 1.8, 0.8], [0.8, 0.0, 0.2], [-0.7, -0.9, -0.6]],
  "lowdin_charge": [-0.0737, 0.0507, -0.1587, -0.0795, -0.4084, -0.0275, 0.1125, 0.1619, 0.1200, 0.1214, 0.0845, 0.0968]
}

Record 2
{
  "formula": "C6H6",
  "method": "ωB97M-V with the def2-TZVPD basis set",
  "gap_ev": 10.82,
  "smiles": "C#CC1(C)C=C1",
  "max_force_ev_per_a": 4.89,
  "total_energy_ev": -6313.48470,
  "elements": ["C", "C", "C", "C", "C", "C", "H", "H", "H", "H", "H", "H"],
  "xyz": [[-1.58979, 0.80788, 2.05570], [-0.76186, 0.48105, 1.25720], [0.73027, 1.11544, -1.04175], [-0.32385, 0.53755, -1.57174], [0.15088, -0.01274, -0.29522], [0.77707, -1.34340, -0.00831], [-2.23504, 1.10839, 2.83209], [1.47910, 1.86810, -1.07365], [-1.03704, 0.47617, -2.35864], [1.25215, -1.33142, 0.97131], [1.53321, -1.57672, -0.75793], [0.02489, -2.13030, -0.00906]],
  "forces_ev_per_angstrom": [[-0.2, 0.2, 0.6], [2.0, -1.3, -4.3], [-1.3, -1.0, -0.3], [1.1, 0.4, 0.9], [-1.4, 1.5, 3.2], [0.0, -0.1, 0.0], [-0.3, 0.1, 0.3], [0.3, 0.3, 0.0], [-0.3, 0.0, -0.3], [0.0, 0.0, 0.0], [0.0, 0.0, -0.1], [0.0, 0.0, 0.0]],
  "lowdin_charge": [0.0058, -0.0246, 0.0270, 0.0315, -0.3832, -0.0807, -0.0049, 0.0978, 0.0966, 0.0760, 0.0798, 0.0789]
}

Record 3
{
  "formula": "C6H6",
  "method": "ωB97M-V with the def2-TZVPD basis set",
  "gap_ev": 9.24,
  "max_force_ev_per_a": 3.58,
  "total_energy_ev": -6311.72352,
  "elements": ["C", "C", "C", "C", "C", "C", "H", "H", "H", "H", "H", "H"],
  "xyz": [[-2.65105, -0.58593, 0.50429], [-1.87322, 0.07284, -0.14821], [1.77679, -0.93257, -0.58485], [0.79657, -0.03056, -0.50936], [1.75511, -0.01237, 0.64609], [-1.00089, 1.08203, -0.67520], [-3.18149, -1.34451, 0.99127], [2.20056, -1.87307, -0.83535], [1.47123, -0.23906, 1.69900], [2.60302, 0.64264, 0.59375], [-0.78799, 1.93654, 0.09084], [-1.10865, 1.28401, -1.77228]],
  "forces_ev_per_angstrom": [[1.2, 0.4, -1.1], [-1.0, 0.4, 0.9], [-3.0, 1.3, 1.1], [-0.4, 0.8, 0.3], [0.3, 0.2, -0.2], [3.3, -1.4, 0.3], [-0.6, -0.4, 0.4], [0.1, -0.3, -0.6], [0.0, -0.5, -0.9], [0.1, 0.8, 0.4], [-0.3, -1.6, -1.9], [0.2, 0.1, 1.3]],
  "lowdin_charge": [0.1153, -0.2390, -0.0369, -0.0460, -0.1935, -0.0266, 0.0142, 0.0693, 0.0846, 0.0495, 0.1247, 0.0846]
}

Record 4
{
  "formula": "C6H6",
  "method": "ωB97M-V with the def2-TZVPD basis set",
  "gap_ev": 9.83,
  "max_force_ev_per_a": 0.68,
  "total_energy_ev": -6313.10846,
  "elements": ["C", "C", "C", "C", "C", "C", "H", "H", "H", "H", "H", "H"],
  "xyz": [[0.98027, 0.64000, 0.84779], [0.02457, -0.36891, 0.17840], [-1.24191, 0.26891, -0.21601], [-2.28529, 0.79681, -0.50104], [1.14298, -0.44435, -1.76765], [0.64245, -1.29362, -0.93698], [1.14564, 1.52714, 0.22651], [0.53048, 0.94755, 1.79972], [1.94688, 0.16272, 1.03725], [-0.21563, -1.11923, 0.92739], [-3.21873, 1.26555, -0.73065], [0.54830, -2.38256, -0.86474]],
  "forces_ev_per_angstrom": [[0.0, 0.0, 0.0], [-0.2, 0.1, 0.3], [-0.3, 0.0, -0.1], [0.3, -0.2, 0.2], [0.1, -0.6, 0.0], [0.1, 0.2, -0.4], [-0.1, -0.3, 0.1], [0.2, 0.0, -0.2], [-0.2, 0.1, 0.0], [-0.1, 0.0, 0.2], [0.2, -0.1, 0.0], [0.1, 0.7, -0.1]],
  "lowdin_charge": [-0.0840, -0.4134, -0.1273, 0.1249, 0.1882, -0.2035, 0.0821, 0.0828, 0.0815, 0.1308, 0.0289, 0.1091]
}